The following is a quantum chemistry calculation of the molecule C3H5NOS at a distorted geometry, from OMol25.

Geometry as ORCA input:
```
! wB97M-V def2-TZVPD RIJCOSX def2/J DEFGRID3
* xyz 0 1
H -2.878 1.035 -0.012
C 2.062 -0.759 0.024
S 1.352 0.863 -0.269
C -1.747 0.876 0.078
H 2.667 -0.932 0.954
N -0.622 -1.212 -0.177
O -1.736 -0.449 -0.339
H -1.375 0.972 1.173
C 0.562 -0.711 -0.089
H -1.043 1.467 -0.611
H 2.757 -1.150 -0.733
*
```

**ΔE to the lowest compared entry with this formula, charge and spin**: 447.84 kJ/mol
**Kohn-Sham gap**: 9.5 eV
**Largest force on an atom**: 3.20 eV/A
**SMILES string**: CO/N=C1/CS1
**E_tot**: -645.34110 hartree

Here are the natural (NBO) charges for atoms 1 to 2, given in e:
1 H 0.220
2 C -0.525